--- P ---
# C4H12

A 2-piece molecular cluster, C4H12 overall (ωB97M-V/def2-TZVPD, the OMol25 dataset).

Each line ends with the Mulliken spin population.
Element x y z (Å)
C -0.143 2.027 -0.783  0.019
C 1.227 2.041 -0.049  0.760
H -0.717 2.815 -0.275  -0.006
H 0.051 2.185 -1.846  -0.317
H -0.733 1.119 -0.651  0.346
H 1.841 2.724 -0.630  -0.207
H 1.488 0.984 0.081  -0.207
H 1.277 2.508 0.940  -0.152
C -0.868 -1.765 1.069  0.424
C -0.242 -2.303 -0.221  2.414
H -1.964 -1.750 0.937  -0.133
H -0.571 -2.534 1.792  -0.682
H -0.494 -0.758 1.222  0.493
H 0.795 -1.958 -0.302  -0.464
H -0.710 -2.008 -1.177  -0.393
H -0.236 -3.378 -0.328  -0.895

Summary:
2S+1: 2
⟨S²⟩: 0.75
HOMO-LUMO gap (spin up / spin down): 0.1028 / 0.4479 Eh
E_HOMO (spin up / spin down): 1.541 / -7.741 eV
Charge: -1

=====

--- Q ---
# C4H12

A 2-piece molecular cluster, C4H12 overall (ωB97M-V/def2-TZVPD, the OMol25 dataset).

Each line ends with the Mulliken spin population.
Element x y z (Å)
C 2.305 -2.367 0.038  0.783
C 1.282 -1.421 -0.579  2.021
H 3.050 -1.850 0.653  -0.185
H 1.927 -3.275 0.505  -0.326
H 2.980 -2.714 -0.770  -0.219
H 0.428 -1.275 0.087  -0.369
H 1.701 -0.407 -0.631  -0.519
H 0.948 -1.694 -1.580  -0.630
C -1.997 1.653 -0.423  1.248
C -1.644 2.072 0.997  0.890
H -2.315 0.606 -0.470  -0.379
H -2.822 2.235 -0.847  -0.279
H -1.143 1.766 -1.093  -0.320
H -2.422 1.757 1.700  -0.263
H -0.672 1.753 1.369  -0.220
H -1.606 3.159 1.044  -0.232

Summary:
2S+1: 2
⟨S²⟩: 0.75
HOMO-LUMO gap (spin up / spin down): 0.0997 / 0.4544 Eh
E_HOMO (spin up / spin down): 1.549 / -7.880 eV
Charge: -1

=====

Verdict on stability: Q comes out on top.

=====

--- P ---
# C4H12

A 2-piece molecular cluster, C4H12 overall (ωB97M-V/def2-TZVPD, the OMol25 dataset).

Each line ends with the Mulliken spin population.
Element x y z (Å)
C 0.228 1.377 1.654  0.803
C 1.569 0.717 1.921  1.520
H 0.173 2.412 2.004  -0.425
H 0.031 1.430 0.574  0.024
H -0.613 0.806 2.110  -0.315
H 2.405 1.406 1.859  -0.395
H 1.757 -0.134 1.268  -0.327
H 1.565 0.323 2.957  -0.258
C -1.325 -0.677 -1.304  0.215
C -0.458 -1.370 -2.316  1.168
H -1.770 0.309 -1.637  -0.299
H -2.197 -1.226 -0.956  -0.158
H -0.787 -0.663 -0.339  0.256
H -0.168 -0.875 -3.246  -0.233
H -0.933 -2.319 -2.679  -0.150
H 0.522 -1.515 -1.870  -0.425

Summary:
2S+1: 2
⟨S²⟩: 0.75
HOMO-LUMO gap (spin up / spin down): 0.1051 / 0.4467 Eh
E_HOMO (spin up / spin down): 1.561 / -7.587 eV
Charge: -1

=====

--- Q ---
# C4H12

A 2-piece molecular cluster, C4H12 overall (ωB97M-V/def2-TZVPD, the OMol25 dataset).

Each line ends with the Mulliken spin population.
Element x y z (Å)
C -0.752 2.805 -0.500  0.954
C -1.180 1.455 0.062  -0.113
H -0.088 3.356 0.169  -0.311
H -0.100 2.592 -1.352  -0.239
H -1.626 3.391 -0.779  -0.212
H -0.314 0.808 0.230  0.801
H -1.718 1.375 1.011  -0.442
H -1.805 0.918 -0.661  -0.353
C 1.205 -1.831 0.868  2.502
C 0.692 -2.442 -0.426  0.848
H 1.639 -0.821 0.808  -0.422
H 0.398 -1.653 1.586  -0.292
H 2.075 -2.270 1.372  -1.097
H 0.398 -3.480 -0.271  -0.302
H 1.493 -2.381 -1.163  -0.355
H -0.193 -1.927 -0.789  0.032

Summary:
2S+1: 2
⟨S²⟩: 0.75
HOMO-LUMO gap (spin up / spin down): 0.1011 / 0.4397 Eh
E_HOMO (spin up / spin down): 1.521 / -7.575 eV
Charge: -1

=====

Verdict on stability: Q comes out on top.

=====

--- P ---
# C5H11NO2

A 2-piece molecular cluster, C5H11NO2 overall (ωB97M-V/def2-TZVPD, the OMol25 dataset).

Each line ends with the Mulliken spin population.
Element x y z (Å)
O 2.700 -1.450 -0.834  0.195
C 1.519 -1.680 -0.470  0.458
C 1.154 -1.943 0.958  0.062
C -0.352 -1.584 1.168  -0.029
C -0.655 -0.219 0.640  -0.134
C -1.769 0.058 -0.073  0.373
N -2.015 1.220 -0.809  0.037
H 0.697 -1.448 -1.173  0.021
H 1.698 -1.231 1.606  0.020
H 1.373 -2.942 1.358  0.027
H -0.594 -1.684 2.239  -0.037
H -0.912 -2.385 0.674  0.000
H -0.084 0.580 1.106  0.015
H -2.379 -0.789 -0.385  0.042
H -2.827 1.366 -1.371  -0.066
H -1.392 1.957 -0.554  -0.025
H 1.499 3.576 -1.949  -0.025
H 0.846 4.227 -0.730  -0.025
O 1.494 4.372 -1.399  0.091

Summary:
2S+1: 2
⟨S²⟩: 0.76
HOMO-LUMO gap (spin up / spin down): 0.1022 / 0.2417 Eh
E_HOMO (spin up / spin down): 0.682 / -3.322 eV
Charge: -1

=====

--- Q ---
# C5H11NO2

A 3-piece molecular cluster, C5H11NO2 overall (ωB97M-V/def2-TZVPD, the OMol25 dataset).

Each line ends with the Mulliken spin population.
Element x y z (Å)
C 1.814 0.299 0.147  0.244
C 0.450 -0.083 -0.340  -0.839
C 0.183 -1.041 -1.275  2.346
N -1.164 -1.206 -1.357  -1.829
C -1.768 -0.405 -0.459  1.618
C -0.804 0.309 0.210  0.974
H 2.613 0.189 -0.576  -0.188
H 1.814 1.327 0.457  0.084
H 2.087 -0.315 1.002  -0.067
H 0.940 -1.582 -1.820  0.183
H -1.601 -1.964 -1.875  -0.995
H -2.829 -0.444 -0.305  -0.065
H -1.008 1.136 0.863  -0.608
H -1.003 2.815 -0.439  -0.034
H 0.088 3.897 -0.496  -0.076
O -0.771 3.701 -0.126  0.191
H 0.079 -1.597 2.508  0.001
H 0.389 -2.563 1.456  0.000
O 0.491 -2.473 2.425  0.059

Summary:
2S+1: 2
⟨S²⟩: 0.75
HOMO-LUMO gap (spin up / spin down): 0.0989 / 0.3094 Eh
E_HOMO (spin up / spin down): 0.943 / -4.969 eV
Charge: -1

=====

Verdict on stability: Q comes out on top.

=====

--- P ---
# C3H8N

An isolated ion of composition C3H8N and charge +1 (ωB97M-V/def2-TZVPD, the OMol25 dataset).

Each line ends with the Löwdin charge.
Element x y z (Å)
C -1.564 -0.031 0.243  0.132
C -0.234 -0.057 0.081  -0.334
C 0.831 -0.562 0.993  -0.034
N 0.294 0.540 -1.177  0.223
H -1.959 0.810 -0.332  0.088
H -2.135 -0.608 0.941  0.093
H 0.512 -0.774 2.013  0.101
H 1.702 0.070 1.146  0.093
H 1.254 -1.503 0.613  0.099
H 0.879 1.359 -0.974  0.182
H 0.872 -0.092 -1.740  0.185
H -0.452 0.849 -1.807  0.171

Summary:
HOMO-LUMO gap: 0.4039 Eh
E_HOMO: -14.901 eV
SMILES string: C=C(C)[NH3+]
Charge: +1

=====

--- Q ---
# C3H8N

An isolated ion of composition C3H8N and charge +1 (ωB97M-V/def2-TZVPD, the OMol25 dataset).

Each line ends with the Löwdin charge.
Element x y z (Å)
C -0.193 1.392 1.323  0.200
N -0.412 0.824 0.204  0.043
C 0.527 -0.054 -0.506  -0.172
C -0.043 -1.454 -0.667  -0.053
H -0.897 2.131 1.675  0.129
H 0.659 1.103 1.922  0.132
H -1.243 1.161 -0.278  0.187
H 0.642 0.390 -1.491  0.138
H 1.470 -0.029 0.026  0.130
H -0.521 -1.595 -1.632  0.084
H -0.757 -1.682 0.125  0.087
H 0.769 -2.186 -0.701  0.095

Summary:
HOMO-LUMO gap: 0.4289 Eh
E_HOMO: -17.010 eV
SMILES string: C=[NH+]CC
Charge: +1

=====

Verdict on stability: Q comes out on top.

=====

--- P ---
# C7H7ClO3

C7H7ClO3 as an isolated structure (ωB97M-V/def2-TZVPD, the OMol25 dataset).

Each line ends with the Löwdin charge.
Element x y z (Å)
C 0.199 1.695 0.109  -0.458
C 1.799 -1.024 -0.108  -0.727
C -1.409 -0.111 0.706  -0.033
C -0.184 -0.709 1.559  -0.033
C -0.350 0.376 -0.274  -0.395
C 0.794 -0.216 0.518  -0.363
C -0.694 0.157 -1.735  -0.002
O 0.024 2.764 -0.360  0.185
O 1.573 -2.171 -0.342  0.108
O 1.211 1.201 0.885  0.070
Cl 3.333 -0.179 -0.357  0.750
H -2.103 -0.826 0.313  0.103
H -1.918 0.791 1.368  0.180
H 0.115 -0.266 2.483  0.112
H -0.235 -1.842 1.720  0.149
H -0.547 -0.903 -2.217  0.118
H 0.145 0.765 -2.303  0.127
H -1.753 0.498 -1.964  0.108

Summary:
HOMO-LUMO gap: 0.3968 Eh
E_HOMO: -10.553 eV
Charge: 0

=====

--- Q ---
# C7H7ClO3

C7H7ClO3 as an isolated structure (ωB97M-V/def2-TZVPD, the OMol25 dataset).

Each line ends with the Löwdin charge.
Element x y z (Å)
C -0.945 -1.428 -0.467  -0.412
C -0.331 1.662 -1.263  -0.728
C 0.085 -0.286 1.534  -0.058
C -0.808 0.918 1.189  -0.039
C 0.241 -0.613 0.032  -0.291
C -0.707 0.587 -0.313  -0.369
C 1.611 -0.841 -0.543  0.012
O -1.205 -2.579 -0.578  0.179
O 0.284 2.642 -0.986  0.089
O -1.713 -0.339 -0.747  0.087
Cl -0.815 1.315 -2.909  0.753
H 1.029 -0.015 2.000  0.120
H -0.392 -1.072 2.115  0.125
H -1.827 0.880 1.565  0.127
H -0.361 1.882 1.416  0.121
H 2.283 -0.038 -0.250  0.094
H 1.571 -0.889 -1.629  0.093
H 2.001 -1.786 -0.168  0.097

Summary:
HOMO-LUMO gap: 0.4050 Eh
E_HOMO: -10.712 eV
Charge: 0

=====

Verdict on stability: Q comes out on top.